DFT (the ωB97M-V functional and the def2-TZVPD basis) results for a 10-piece molecular cluster, C23H67NO9PS overall.

## Properties
HOMO-LUMO gap: 0.3444 Eh
Strongest force on any atom: 2.66 eV Å⁻¹
Highest occupied orbital energy: -11.7889 eV
Energy: -2387.65083 a.u.

```
! wB97M-V def2-TZVPD RIJCOSX def2/J DEFGRID3
* xyz 1 1
S 0.069 1.721 -4.823
P 1.803 2.292 -4.122
O -0.755 -5.303 -2.102
O -2.419 5.951 5.630
O -0.031 -0.873 -2.181
O -1.674 1.508 1.055
O -5.269 -0.203 -1.149
O -0.396 -2.892 -5.537
O 1.943 -9.315 -1.724
O 2.565 3.336 6.113
O -0.376 4.611 2.341
N 0.769 2.011 -1.618
C 1.938 -3.332 -5.063
C 2.814 -9.409 -0.597
C -2.581 5.396 7.986
C -4.690 -0.046 -2.442
C -0.385 5.212 3.645
C 1.673 2.942 -2.350
C -2.858 3.387 0.098
C -1.724 5.976 6.878
C -2.958 1.969 0.623
C 3.684 1.583 -1.429
C -0.330 6.721 3.526
C 1.333 1.566 -0.298
C 3.824 -10.524 -0.786
C -1.863 -2.206 -1.308
C 0.495 -3.623 -4.699
C 1.571 -5.760 -1.604
C 1.442 1.730 4.691
C 0.123 -6.035 -1.248
C -1.184 -0.854 -1.324
C 3.115 3.013 -1.715
C 2.590 0.712 -0.664
C 2.680 2.578 4.915
C -5.702 -0.370 -3.524
H -1.175 -2.978 -0.963
H 4.013 1.057 -2.338
H -1.372 2.102 1.753
H -3.506 5.966 8.098
H -3.829 3.752 -0.241
H 0.277 -4.693 -4.800
H 1.316 3.987 -2.355
H -2.737 -2.195 -0.654
H 4.416 -10.353 -1.687
H 2.255 -0.125 -1.306
H -2.864 4.368 7.752
H 1.523 1.154 3.765
H -5.557 -1.116 -1.067
H 2.624 -3.884 -4.417
H -6.574 0.279 -3.437
H -1.293 4.902 4.149
H -1.872 -0.079 -1.679
H 3.080 3.546 -0.751
H -0.333 -1.103 -3.069
H -5.268 -0.244 -4.517
H 4.498 -10.592 0.070
H 2.139 -3.608 -6.101
H -0.851 -0.584 -0.322
H 2.291 3.332 -4.975
H -6.056 -1.399 -3.425
H 0.554 2.361 4.637
H -0.342 7.191 4.509
H -3.817 -0.701 -2.520
H 3.320 -11.485 -0.911
H -0.084 -5.727 -0.222
H 1.551 2.408 0.370
H 1.292 1.035 5.521
H 3.070 0.339 0.253
H 1.775 -6.049 -2.639
H -0.230 -3.158 -6.445
H -4.354 0.988 -2.531
H -0.811 5.391 6.756
H -2.153 3.440 -0.739
H -0.581 -5.583 -3.004
H -0.132 2.483 -1.508
H 2.245 -6.311 -0.948
H 2.801 1.267 -4.186
H 3.320 -8.449 -0.494
H 4.560 1.697 -0.772
H -3.310 1.293 -0.156
H 0.434 4.882 1.903
H 3.575 1.950 4.977
H 3.815 3.535 -2.389
H -1.181 7.090 2.951
H 0.613 1.138 -2.153
H 0.576 7.035 2.998
H 2.459 2.718 6.841
H 2.146 -2.265 -4.968
H -3.654 1.915 1.463
H 2.814 3.284 4.093
H -1.443 7.009 7.106
H 0.294 -3.329 -3.668
H -2.484 4.054 0.878
H 0.473 4.835 4.214
H -3.219 6.474 5.733
H -2.048 5.405 8.939
H 0.562 0.898 0.119
H -0.100 -7.101 -1.340
H 1.790 -4.692 -1.520
H 2.213 -9.580 0.302
H 1.489 -10.157 -1.809
H -2.181 -2.490 -2.315
*
```


DFT (the ωB97M-V functional and the def2-TZVPD basis) results for C23H68F6LiN11O25S2 as an isolated structure.

## Properties
HOMO-LUMO gap: 0.2882 Eh
Strongest force on any atom: 9.79 eV Å⁻¹
Highest occupied orbital energy: -8.6896 eV
Energy: -4803.38495 a.u.

```
! wB97M-V def2-TZVPD RIJCOSX def2/J DEFGRID3
* xyz 0 1
S -0.975 0.342 -0.990
S 1.342 -0.611 -0.297
F 1.361 -2.155 1.900
F 2.835 -0.524 1.955
F -2.773 2.335 -1.203
F -1.864 2.099 0.768
F -0.566 2.987 -0.865
F 3.104 -2.290 0.612
O 6.737 -0.133 -0.321
O 1.446 -8.557 2.189
O 1.001 -1.742 -1.138
O -3.107 0.028 2.532
O 1.358 -1.795 5.053
O 3.274 -2.645 7.615
O -0.278 0.490 -2.299
O -1.245 -3.555 -4.696
O 0.554 7.327 -1.969
O -2.223 -0.379 -0.934
O -5.453 3.269 -2.059
O 2.312 0.346 -0.864
O -1.386 5.587 0.826
O -6.340 2.812 2.863
O -6.549 1.666 0.047
O -0.441 -0.238 3.671
O -0.919 2.095 -6.453
O -4.519 -1.908 0.199
O -6.649 -2.643 -2.670
O 6.556 -3.540 -0.068
O 2.103 -6.240 -0.391
O 2.473 -5.124 2.944
O 6.136 3.512 -1.142
O 2.662 4.019 2.493
O -4.629 5.008 -4.391
N 1.148 1.671 -6.975
N 4.122 3.910 -0.497
N 4.650 1.890 -0.844
N 4.051 -5.230 -0.137
N -1.723 -1.849 -5.914
N -0.218 -1.717 -4.443
N 0.761 2.430 -5.006
N 0.130 -0.020 0.413
N 1.507 2.191 3.163
N 1.167 2.974 1.187
N 3.445 -5.839 -2.103
C -5.631 4.627 -2.303
C 3.159 -5.782 -0.871
C -4.401 5.144 -3.053
C 1.674 -6.264 2.782
C 0.078 6.203 -1.175
C 2.628 -2.198 5.101
C 5.976 -2.503 -0.933
C 5.023 3.106 -0.823
C -1.588 2.154 -0.566
C -6.291 -2.201 -1.378
C -0.695 6.646 0.154
C -1.135 -2.447 -4.929
C 5.786 -1.111 -0.228
C -1.647 -0.244 4.394
C -2.721 0.638 3.802
C 2.386 -7.470 2.429
C -5.409 2.737 1.800
C -4.806 -2.439 -1.105
C 2.242 -1.450 1.233
C 2.931 -3.165 6.246
C 0.216 2.010 -6.091
C -5.557 1.458 0.949
C 1.779 3.211 2.351
Li -1.225 -0.412 1.801
H 0.754 1.522 3.098
H -1.423 5.790 1.764
H -0.965 -1.495 -6.479
H -0.635 5.879 -1.933
H -6.566 4.868 -2.807
H 2.873 -1.774 7.662
H -4.646 1.233 0.395
H 4.905 -0.694 -0.717
H 1.043 -1.669 5.951
H -2.342 -2.470 -6.416
H 1.255 -6.444 3.772
H -6.363 -1.123 -1.231
H -5.739 5.156 -1.356
H 6.948 -4.255 -0.575
H 7.543 -0.654 -0.289
H -6.300 2.126 -0.758
H 4.951 -4.933 -0.486
H -6.294 -3.527 -2.789
H -2.342 1.624 3.531
H 2.719 -6.193 -2.709
H 2.018 2.181 4.034
H 3.227 -1.303 5.268
H -2.083 -1.240 4.328
H -7.194 2.807 2.424
H -0.312 -0.713 -4.496
H -4.136 -1.874 -1.752
H 0.848 5.448 -1.016
H 5.011 -2.818 -1.329
H 5.472 -1.208 0.811
H 4.201 4.878 -0.774
H 3.716 1.553 -0.658
H -3.588 -1.686 0.282
H -1.338 0.124 5.373
H 2.917 -7.682 3.357
H 3.817 -3.735 5.966
H 3.197 3.547 -0.318
H -5.678 0.626 1.643
H 0.804 2.033 1.247
H 0.908 -8.215 1.472
H -3.833 4.768 -4.872
H 0.032 6.922 0.918
H -6.859 -2.735 -0.616
H -1.354 7.504 0.022
H 0.199 2.717 -4.217
H -4.684 -3.521 -1.158
H 1.745 2.287 -4.825
H 2.099 1.385 -6.794
H 4.381 -5.662 -2.439
H -3.443 0.749 4.611
H -5.769 2.906 -2.889
H -4.496 2.746 2.394
H 6.562 -2.397 -1.847
H -4.058 0.156 2.495
H 0.451 -2.135 -3.811
H 3.136 -7.425 1.639
H 1.279 3.521 0.345
H 1.228 7.851 -1.531
H 3.007 -2.584 4.155
H -3.497 4.585 -2.811
H -5.261 3.596 1.145
H 0.895 -5.816 2.165
H 3.860 -5.132 0.850
H 1.784 -4.519 3.230
H 2.171 -3.924 6.431
H 0.713 1.343 -7.826
H 0.155 -0.713 4.255
H 5.324 1.149 -0.970
H -4.102 6.179 -2.891
*
```